C2H3N4OS as an isolated structure in a non-equilibrium geometry, computed with ωB97M-V/def2-TZVPD.

Results
Total charge: -1
Energy relative to the best compared isomer or geometry (same formula, charge and spin) (kJ/mol): 103.3
E_LUMO (eV): 3.49
F_max (eV/A): 3.22
HOMO (eV): -4.3605
Calculated total energy (hartree): -770.420569

Last column: Mulliken charge in e.
Element x y z (Å)
C 0.16 0.10 -0.24  -0.69
O -4.13 0.57 0.00  -0.65
N -2.80 0.38 3.00  -0.18
H 0.92 0.83 -0.73  0.27
S -1.25 1.02 0.50  -0.11
H -0.32 -0.69 -0.93  0.21
N -3.60 1.05 2.18  -0.41
C -3.42 0.56 0.98  0.68
N -1.98 -0.41 2.50  -0.30
H 0.58 -0.31 0.60  0.25
N -2.15 -0.35 1.05  -0.06